C20H19ClFN4O4Pd as an isolated structure. Source: the OMol25 dataset; level of theory: ωB97M-V/def2-TZVPD.

Geometry as XYZ:
```
50
Properties=species:S:1:pos:R:3:forces:R:3:lowdin_charge:R:1
Pd -2.403737 -0.955092 -0.292673 -0.05 -0.06 -0.16 1.19
C 3.514524 3.456756 1.660003 0.02 0.01 0.00 -0.02
C 3.259486 3.323886 0.165086 -0.01 0.02 -0.03 -0.29
C 4.519983 3.140468 -0.666071 -0.01 0.02 0.01 -0.13
C 5.211847 1.833979 -0.309336 0.04 0.01 -0.01 -0.12
C 4.245212 0.684283 -0.387560 -0.03 -0.08 -0.02 -0.12
C 4.692704 -0.600518 -0.590506 -0.04 0.02 0.00 0.07
C 3.785587 -1.652834 -0.696982 -0.02 0.04 0.01 -0.25
F 4.267130 -2.884141 -0.910432 0.00 -0.02 0.00 0.09
C 2.437210 -1.463816 -0.610861 0.03 -0.07 -0.04 0.07
C 1.950324 -0.167870 -0.389037 0.10 0.02 0.00 -0.04
C 0.513853 0.047015 -0.281090 -0.04 0.17 0.02 -0.27
O -0.236249 -0.976496 -0.339898 -0.10 -0.11 -0.03 -0.15
C 0.081357 1.383204 -0.122234 0.07 0.01 0.03 -0.02
C 1.039455 2.374146 -0.021922 -0.01 -0.05 -0.02 0.05
N 2.348922 2.177601 -0.082428 -0.06 -0.01 0.00 0.03
C 2.853093 0.898828 -0.281284 0.01 0.00 0.02 -0.06
C -1.337137 1.891658 -0.039342 -0.07 -0.10 -0.02 -0.55
O -1.535913 3.084262 0.011524 0.06 0.05 -0.01 0.09
O -2.327031 1.029556 -0.037573 0.00 0.06 0.10 -0.17
H 4.216294 4.269215 1.846126 0.00 0.01 0.00 0.10
H 3.930952 2.540151 2.078003 0.01 -0.01 0.00 0.09
H 2.589503 3.678516 2.191279 -0.02 0.00 0.00 0.09
H 2.719470 4.200807 -0.193478 0.03 0.00 0.01 0.15
H 5.180128 3.990702 -0.496870 0.00 -0.01 0.01 0.13
H 4.252310 3.141600 -1.725088 0.00 0.00 0.00 0.13
H 5.636328 1.887710 0.696574 -0.01 0.01 0.00 0.13
H 6.045961 1.647041 -0.985834 0.00 0.01 0.01 0.13
H 5.750735 -0.806169 -0.689281 0.01 0.00 0.00 0.14
H 1.756161 -2.291678 -0.747511 0.02 0.03 0.02 0.13
H 0.703084 3.393488 0.121566 -0.01 0.00 0.00 0.16
Cl -7.667413 -3.359132 -0.354878 0.02 0.02 0.00 0.71
C -6.753116 -1.896271 -0.373494 -0.01 -0.01 0.00 -0.64
C -7.380817 -0.662178 -0.416155 0.06 -0.02 0.01 -0.06
C -6.585827 0.470462 -0.428187 0.04 -0.01 0.00 -0.02
C -5.208477 0.336101 -0.398178 0.01 0.01 0.00 -0.10
N -4.615608 -0.863265 -0.356828 -0.06 0.09 -0.02 -0.04
C -5.372141 -1.962046 -0.343894 0.03 -0.08 -0.01 -0.15
H -8.459602 -0.597854 -0.438156 -0.01 0.00 0.00 0.12
H -7.025260 1.456788 -0.458979 0.00 0.00 0.00 0.12
H -4.547045 1.191838 -0.399294 -0.02 0.00 0.02 0.10
H -4.856420 -2.910993 -0.306264 -0.02 0.00 0.01 0.09
N -0.452713 -3.491664 0.938598 0.01 -0.09 -0.01 0.20
C -1.708196 -3.856128 0.653608 0.02 -0.03 0.05 -0.60
N -2.077537 -5.130385 0.858477 -0.01 0.01 -0.01 0.20
O -2.562887 -3.040172 0.218947 0.02 0.06 0.05 -0.12
H 0.227270 -4.165800 1.242550 -0.01 0.01 0.01 0.12
H -0.141150 -2.577824 0.626437 -0.01 0.04 -0.01 0.06
H -1.443816 -5.833399 1.192259 0.00 0.00 0.00 0.12
H -3.030791 -5.384335 0.670561 0.00 0.00 0.02 0.12
```
Forces are in eV/Å.

Results
spin multiplicity = 3
LUMO (alpha / beta) = -2.88 / -5.01 eV
net charge = +1
energy above the lowest of the compared OMol25 structures with the same formula, charge and spin = 2.0 kcal/mol
expectation value of S² = 2.005
E_HOMO (alpha / beta) = -11.494 / -11.467 eV